This record from OMol25 describes a molecular structure, C48H39IrN6O4S. The level of theory is the ωB97M-V functional and the def2-TZVPD basis.

```
99
C48H39IrN6O4S | OMol25 | the ωB97M-V functional and the def2-TZVPD basis
Ir -0.281 0.001 0.125
C -7.893 -1.253 0.110
C -6.989 -2.297 0.243
C -5.625 -2.041 0.266
C -5.152 -0.737 0.154
C -6.065 0.304 0.017
C -7.429 0.050 -0.002
C -3.683 -0.469 0.157
C -3.095 -0.197 -1.089
C -3.768 -0.327 -2.345
C -2.825 -0.194 -3.319
C -1.577 0.057 -2.661
N -1.775 0.067 -1.308
C -0.340 0.253 -3.297
C 0.854 0.537 -2.651
C 2.085 0.895 -3.315
C 3.019 1.070 -2.354
C 2.378 0.820 -1.087
C 3.037 0.784 0.141
C 4.519 0.965 0.122
C 5.101 2.227 0.145
C 6.482 2.364 0.117
C 7.289 1.236 0.065
C 6.712 -0.027 0.043
C 5.332 -0.164 0.071
C 2.448 0.445 1.344
N 1.132 0.131 1.544
C 1.016 -0.299 2.838
C -0.134 -0.777 3.434
C -0.028 -1.390 4.789
C 0.014 -0.627 5.950
C 0.112 -1.247 7.188
C 0.171 -2.631 7.268
C 0.134 -3.394 6.108
C 0.033 -2.780 4.868
C -1.386 -0.798 2.821
C -2.613 -1.156 3.494
C -3.610 -1.018 2.599
C -3.003 -0.611 1.350
N -1.649 -0.461 1.539
C 2.302 -0.209 3.488
C 3.174 0.268 2.581
N 1.064 0.545 -1.291
C -0.286 0.106 -4.781
C 0.440 -0.958 -5.317
C 0.514 -1.141 -6.689
C -0.129 -0.262 -7.549
C -0.856 0.799 -7.028
C -0.933 0.976 -5.654
H -8.957 -1.453 0.094
H -7.344 -3.316 0.327
H -4.914 -2.853 0.364
H -5.699 1.321 -0.064
H -8.129 0.870 -0.100
H -4.812 -0.563 -2.468
H -2.961 -0.305 -4.381
H 2.210 0.979 -4.382
H 4.060 1.320 -2.478
H 4.466 3.105 0.191
H 6.928 3.350 0.139
H 8.367 1.341 0.045
H 7.338 -0.909 0.004
H 4.865 -1.143 0.056
H -0.034 0.453 5.881
H 0.142 -0.649 8.090
H 0.249 -3.115 8.233
H 0.188 -4.474 6.167
H 0.020 -3.352 3.946
H -2.679 -1.460 4.526
H -4.663 -1.189 2.747
H 2.492 -0.488 4.511
H 4.226 0.462 2.708
H 0.926 -1.652 -4.642
H 1.072 -1.979 -7.087
H -0.069 -0.405 -8.620
H -1.364 1.487 -7.692
H -1.520 1.799 -5.256
O 0.600 -4.034 -0.717
S 0.679 -2.904 0.179
O 1.983 -2.247 0.220
O 0.111 -3.122 1.505
O -0.306 -1.849 -0.556
N -2.016 4.292 -3.078
C -0.585 3.809 -3.056
C -0.099 3.800 -1.611
N -0.981 3.060 -0.738
C -2.359 3.496 -0.779
C -2.926 3.471 -2.194
H -2.367 4.291 -4.035
H -2.037 5.261 -2.754
H -0.009 4.464 -3.709
H -0.591 2.795 -3.456
H 0.008 4.827 -1.244
H 0.890 3.339 -1.592
H -0.957 2.067 -0.971
H -2.448 4.503 -0.355
H -2.959 2.826 -0.163
H -3.926 3.899 -2.274
H -2.924 2.456 -2.592
```

Frontier orbital gap ... 5.7 eV
Calculated total energy ... -2984.581680 Eh
HOMO ... -6.893 eV